Entry 1:
{"formula": "C24H28NPS3V", "method": "wB97M-V/def2-TZVPD", "orbital_gap_ha": [0.195, 0.220], "s2": 2.040, "multiplicity": 3, "e_tot_ha": -3464.98475, "total_charge": 3, "species": ["V", "C", "C", "S", "C", "C", "S", "C", "C", "S", "H", "H", "H", "H", "H", "H", "H", "H", "H", "H", "H", "H", "N", "C", "C", "C", "C", "C", "C", "P", "C", "C", "C", "C", "C", "C", "C", "C", "C", "C", "C", "C", "H", "H", "H", "H", "H", "H", "H", "H", "H", "H", "H", "H", "H", "H", "H", "H"], "positions_angstrom": [[1.18, 0.74, 0.47], [2.65, 2.92, 2.72], [1.98, 1.83, 3.61], [0.81, 0.74, 2.65], [-0.86, 1.54, 2.79], [-1.00, 2.83, 1.95], [-0.21, 2.67, 0.20], [0.70, 4.21, 0.10], [2.18, 3.96, 0.05], [2.73, 2.44, 0.92], [3.72, 2.86, 3.00], [2.24, 3.95, 2.88], [1.38, 2.29, 4.43], [2.78, 1.11, 4.05], [-1.09, 1.60, 3.87], [-1.53, 0.79, 2.35], [-0.71, 3.74, 2.46], [-2.07, 2.94, 1.64], [0.36, 4.81, 0.99], [0.31, 4.64, -0.85], [2.74, 4.84, 0.53], [2.58, 3.79, -0.98], [2.75, -0.69, 0.22], [2.27, -2.08, 0.18], [3.03, -3.23, 0.59], [2.54, -4.51, 0.48], [1.23, -4.69, -0.06], [0.49, -3.61, -0.37], [0.94, -2.27, -0.33], [-0.14, -0.91, -0.91], [-0.52, -0.68, -2.68], [-0.67, 0.65, -3.16], [-1.15, 0.99, -4.39], [-1.47, -0.02, -5.31], [-1.36, -1.32, -4.89], [-0.83, -1.70, -3.62], [-1.79, -1.37, -0.20], [-2.94, -1.02, -0.89], [-4.17, -1.20, -0.28], [-4.30, -1.68, 1.01], [-3.15, -2.03, 1.70], [-1.90, -1.93, 1.09], [3.06, -0.43, -0.77], [3.44, -0.58, 0.95], [4.03, -3.04, 1.09], [3.18, -5.34, 0.73], [0.83, -5.71, -0.08], [-0.54, -3.78, -0.76], [-0.50, 1.49, -2.48], [-1.24, 2.05, -4.59], [-1.96, 0.18, -6.24], [-1.75, -2.12, -5.50], [-0.88, -2.73, -3.26], [-2.92, -0.64, -1.94], [-5.05, -0.94, -0.87], [-5.29, -1.86, 1.45], [-3.18, -2.35, 2.71], [-0.95, -2.11, 1.59]]}

---

Entry 2:
{"formula": "C18H23FN6O4", "method": "wB97M-V/def2-TZVPD", "orbital_gap_ha": 0.333, "e_above_lowest_kj_mol": 74.8, "e_tot_ha": -1429.13705, "species": ["C", "C", "N", "C", "C", "N", "C", "C", "C", "O", "N", "C", "C", "C", "C", "C", "N", "C", "O", "C", "N", "C", "O", "N", "C", "O", "C", "F", "C", "H", "H", "H", "H", "H", "H", "H", "H", "H", "H", "H", "H", "H", "H", "H", "H", "H", "H", "H", "H", "H", "H", "H"], "positions_angstrom": [[3.46, 2.42, -2.04], [2.90, 1.05, -2.37], [2.15, 0.83, -3.42], [1.85, -0.46, -3.39], [2.42, -1.07, -2.29], [3.11, -0.09, -1.62], [3.86, -0.23, -0.37], [4.96, -1.31, -0.51], [2.94, -0.41, 0.86], [3.25, -1.17, 1.77], [1.80, 0.30, 0.88], [0.77, 0.21, 1.91], [-0.42, -0.70, 1.51], [-0.02, -2.20, 1.39], [-1.20, -3.08, 0.94], [-1.88, -2.53, -0.34], [-2.25, -1.14, -0.04], [-3.53, -0.83, 0.31], [-4.43, -1.68, 0.40], [-3.86, 0.60, 0.62], [-3.80, 1.00, 1.92], [-4.13, 2.27, 2.23], [-4.08, 2.72, 3.50], [-4.50, 3.17, 1.29], [-4.57, 2.79, 0.00], [-4.94, 3.69, -0.95], [-4.25, 1.49, -0.39], [-4.30, 1.10, -1.69], [-1.11, -0.23, 0.20], [3.15, 3.17, -2.76], [3.13, 2.76, -1.06], [4.55, 2.41, -2.04], [1.23, -0.92, -4.15], [2.40, -2.09, -1.92], [4.37, 0.72, -0.19], [5.58, -1.38, 0.39], [4.53, -2.30, -0.68], [5.63, -1.10, -1.35], [1.62, 0.90, 0.09], [1.18, -0.13, 2.87], [0.39, 1.22, 2.10], [-1.17, -0.63, 2.30], [0.79, -2.31, 0.67], [0.40, -2.56, 2.33], [-0.86, -4.10, 0.75], [-1.95, -3.16, 1.73], [-1.17, -2.50, -1.17], [-2.72, -3.12, -0.71], [-4.39, 3.63, 3.44], [-5.14, 4.50, -0.48], [-1.38, 0.82, 0.17], [-0.43, -0.32, -0.65]]}

---

Entry 3:
{"formula": "C37H31BaN12O3", "method": "wB97M-V/def2-TZVPD", "orbital_gap_ha": [0.156, 0.261], "s2": 0.768, "e_above_lowest_kj_mol": 10.4, "multiplicity": 2, "e_tot_ha": -2336.87633, "species": ["Ba", "O", "C", "N", "C", "C", "C", "C", "C", "C", "N", "C", "C", "C", "C", "C", "N", "H", "H", "H", "H", "H", "H", "H", "H", "H", "H", "C", "N", "C", "N", "C", "N", "C", "C", "C", "C", "C", "C", "C", "N", "N", "C", "O", "C", "C", "C", "C", "C", "C", "N", "C", "N", "C", "N", "C", "H", "H", "H", "H", "H", "H", "H", "H", "H", "H", "H", "H", "H", "H", "H", "H", "O", "N", "C", "C", "C", "C", "C", "H", "H", "H", "H", "H"], "positions_angstrom": [[-0.60, -0.36, -0.72], [0.19, -2.58, 0.38], [0.17, -2.00, 1.51], [1.07, -1.23, 2.06], [2.33, -1.11, 1.34], [2.62, 0.32, 0.92], [3.88, 0.87, 1.08], [4.13, 2.16, 0.64], [3.09, 2.87, 0.05], [1.86, 2.24, -0.08], [1.62, 1.00, 0.34], [-1.14, -2.02, 2.25], [-1.29, -2.46, 3.56], [-2.55, -2.41, 4.13], [-3.61, -1.90, 3.39], [-3.36, -1.46, 2.11], [-2.16, -1.53, 1.54], [2.33, -1.73, 0.44], [3.14, -1.45, 1.98], [4.66, 0.28, 1.56], [5.11, 2.61, 0.76], [3.21, 3.88, -0.30], [1.03, 2.77, -0.54], [-0.43, -2.82, 4.10], [-2.70, -2.76, 5.14], [-4.60, -1.84, 3.81], [-4.15, -1.03, 1.51], [5.40, -1.04, -2.36], [3.98, -1.27, -2.22], [2.99, -0.39, -2.10], [1.83, -1.02, -2.03], [2.19, -2.33, -2.13], [3.48, -2.53, -2.25], [5.86, -0.87, -3.79], [7.23, -0.76, -4.04], [7.70, -0.62, -5.33], [6.82, -0.60, -6.40], [5.46, -0.70, -6.16], [4.98, -0.84, -4.86], [4.54, -0.66, -7.30], [4.79, -0.92, -8.53], [3.61, -0.71, -9.22], [2.73, -0.36, -8.35], [3.24, -0.31, -7.10], [1.33, 0.00, -8.58], [0.75, -0.28, -9.81], [-0.56, 0.07, -10.04], [-1.30, 0.71, -9.05], [-0.73, 1.00, -7.82], [-1.54, 1.74, -6.78], [-1.10, 1.48, -5.42], [-1.43, 0.48, -4.61], [-0.72, 0.54, -3.50], [0.05, 1.64, -3.70], [-0.13, 2.23, -4.85], [0.59, 0.64, -7.58], [5.90, -1.89, -1.91], [5.66, -0.15, -1.77], [3.14, 0.68, -2.03], [1.49, -3.14, -2.06], [7.92, -0.78, -3.20], [8.77, -0.54, -5.51], [7.18, -0.49, -7.41], [3.91, -0.93, -4.69], [1.34, -0.78, -10.57], [-1.02, -0.15, -11.00], [-2.33, 0.98, -9.24], [-2.59, 1.47, -6.86], [-1.46, 2.82, -6.93], [-2.18, -0.26, -4.86], [0.75, 2.02, -2.97], [1.06, 0.87, -6.64], [-1.48, 1.87, -0.53], [-1.38, 3.19, -0.20], [-1.08, 3.50, 1.12], [-0.42, 4.64, 1.45], [0.02, 5.54, 0.45], [-0.30, 5.22, -0.89], [-0.97, 4.07, -1.20], [-1.40, 2.76, 1.84], [-0.23, 4.84, 2.49], [0.55, 6.45, 0.70], [-0.02, 5.88, -1.70], [-1.25, 3.78, -2.20]]}

---

Entry 4:
{"formula": "C3H4ClN", "method": "wB97M-V/def2-TZVPD", "orbital_gap_ha": [0.292, 0.318], "e_above_lowest_kj_mol": 533.3, "e_tot_ha": -631.43447, "species": ["C", "C", "C", "N", "Cl", "H", "H", "H", "H"], "positions_angstrom": [[1.33, -0.84, -1.25], [1.06, -0.15, -0.25], [0.51, 0.54, 0.79], [-1.75, 0.49, 0.13], [-2.04, -0.82, -0.91], [1.69, -1.24, -2.07], [0.69, 1.73, 0.81], [0.41, 0.13, 1.70], [-1.91, 0.16, 1.06]]}

---

Entry 5:
{"formula": "C22H23NO5", "method": "wB97M-V/def2-TZVPD", "orbital_gap_ha": 0.317, "e_above_lowest_kj_mol": 61.0, "e_tot_ha": -1283.12061, "species": ["C", "O", "C", "C", "C", "C", "C", "C", "C", "C", "C", "C", "C", "O", "N", "C", "C", "O", "O", "C", "C", "C", "O", "C", "C", "C", "C", "C", "H", "H", "H", "H", "H", "H", "H", "H", "H", "H", "H", "H", "H", "H", "H", "H", "H", "H", "H", "H", "H", "H", "H"], "positions_angstrom": [[6.04, 0.68, -0.24], [4.90, 0.92, -1.04], [3.68, 0.92, -0.45], [3.44, 0.70, 0.91], [2.14, 0.72, 1.39], [1.06, 0.96, 0.56], [-0.34, 0.91, 1.15], [-1.39, 1.44, 0.22], [-1.87, 0.62, -0.75], [-2.90, 1.07, -1.75], [-3.72, 2.21, -1.16], [-2.80, 3.32, -0.68], [-1.82, 2.83, 0.37], [-1.39, 3.55, 1.24], [-1.46, -0.71, -0.78], [-1.54, -1.49, -1.99], [-0.23, -2.25, -2.29], [-0.23, -3.27, -2.90], [0.88, -1.68, -1.85], [-1.11, -1.31, 0.43], [-0.67, -0.54, 1.44], [-0.48, -1.03, 2.80], [-0.06, -0.34, 3.70], [-0.86, -2.49, 3.02], [-0.54, -3.32, 1.78], [-1.32, -2.79, 0.58], [1.31, 1.19, -0.79], [2.60, 1.17, -1.29], [6.15, 1.45, 0.54], [6.89, 0.73, -0.91], [6.00, -0.31, 0.23], [4.25, 0.51, 1.59], [1.97, 0.56, 2.44], [-0.34, 1.49, 2.08], [-3.55, 0.24, -2.02], [-2.40, 1.42, -2.66], [-4.41, 2.59, -1.91], [-4.31, 1.84, -0.32], [-3.37, 4.15, -0.25], [-2.22, 3.72, -1.51], [-1.71, -0.83, -2.84], [-2.36, -2.23, -1.97], [0.77, -0.83, -1.38], [-1.93, -2.52, 3.23], [-0.34, -2.86, 3.89], [0.53, -3.26, 1.57], [-0.80, -4.36, 1.95], [-2.39, -2.98, 0.72], [-1.01, -3.33, -0.32], [0.49, 1.43, -1.46], [2.79, 1.36, -2.33]]}

---

Entry 6:
{"formula": "C3H6N2O", "method": "wB97M-V/def2-TZVPD", "orbital_gap_ha": [0.315, 0.315], "e_above_lowest_kj_mol": 363.5, "e_tot_ha": -302.55464, "species": ["H", "N", "C", "C", "H", "H", "H", "H", "N", "C", "O", "H"], "positions_angstrom": [[-0.41, -1.99, 0.66], [-0.56, -1.28, -0.07], [-0.54, -0.06, 0.46], [-1.19, 1.08, -0.29], [-0.52, 0.04, 1.55], [-2.24, 1.15, 0.01], [-1.12, 0.92, -1.36], [-0.70, 2.01, -0.02], [1.87, -1.24, 0.12], [1.58, -0.02, 0.01], [1.94, 1.07, -0.26], [1.90, -1.68, -0.80]]}

---

| no. | molar mass (u) |
| --- | --- |
| 1 | 508.61 |
| 2 | 406.42 |
| 3 | 829.06 |
| 4 | 89.52 |
| 5 | 381.43 |
| 6 | 86.09 |